{"formula": "C25H30ClF24InNO5S2", "method": "the ωB97M-V functional and the def2-TZVPD basis", "total_charge": -1, "e_lumo_ha": 0.0645, "orbital_gap_ev": 6.340, "species": ["O", "C", "Cl", "C", "In", "C", "C", "C", "S", "C", "S", "N", "C", "C", "O", "C", "C", "H", "H", "H", "H", "H", "H", "H", "H", "H", "H", "H", "H", "H", "H", "H", "H", "H", "H", "C", "C", "C", "F", "F", "F", "F", "O", "C", "C", "F", "F", "F", "F", "H", "H", "H", "H", "C", "C", "C", "F", "F", "F", "F", "O", "C", "C", "F", "F", "F", "F", "H", "H", "H", "H", "C", "C", "C", "F", "F", "F", "F", "O", "C", "C", "F", "F", "F", "F", "H", "H", "H", "H"], "positions_angstrom": [[2.968664, -3.837074, 3.918161], [3.962097, -3.678318, 3.251737], [4.651182, -5.202407, 2.416239], [4.718250, -2.438744, 2.990441], [3.764782, -0.574748, 3.862762], [3.722451, 0.874524, 2.135604], [3.567861, 0.153976, 0.774954], [2.551311, 0.826910, -0.161721], [1.052506, -0.091778, -0.603518], [0.165245, -0.524143, 0.885958], [0.769636, -1.587742, 1.934444], [-1.077601, 0.097131, 0.966804], [-1.008891, 1.514944, 1.262729], [-0.941718, 1.836440, 2.778416], [-0.985643, 0.712824, 3.598431], [-2.024938, -0.161720, 3.284075], [-2.056041, -0.575580, 1.796109], [5.733606, -2.525407, 3.356017], [4.793532, -2.365898, 1.913393], [4.737617, 0.146033, 5.171744], [2.096991, -0.904960, 4.391358], [2.943489, 1.617712, 2.275836], [4.654818, 1.420662, 2.119007], [3.389577, -0.904583, 0.881387], [4.531084, 0.253293, 0.287489], [2.327191, 1.815070, 0.202033], [3.031651, 0.976070, -1.118922], [-1.920099, 1.967719, 0.883258], [-0.187183, 1.998447, 0.760874], [-0.000276, 2.323865, 2.975235], [-1.732263, 2.551656, 3.004912], [-3.006779, 0.222380, 3.570616], [-1.846493, -1.052718, 3.863836], [-3.032987, -0.297017, 1.404217], [-1.985415, -1.640220, 1.696365], [-8.575206, 0.937504, 3.833248], [-9.351921, 1.372067, 2.577761], [-9.008948, 0.695065, 1.248245], [-7.734603, 0.918022, 0.880881], [-9.811303, 1.204840, 0.281673], [-9.291681, 2.714139, 2.448212], [-10.658584, 1.055567, 2.817436], [-7.493642, 1.737686, 4.281527], [-6.211401, 1.576487, 3.799295], [-5.710182, 2.819662, 3.059654], [-6.514336, 3.135100, 2.024751], [-4.475479, 2.567850, 2.574994], [-6.093048, 0.462393, 3.051039], [-5.409346, 1.416947, 4.871680], [-9.300381, 1.023055, 4.640649], [-8.302924, -0.117016, 3.792429], [-9.183121, -0.382997, 1.309069], [-5.667261, 3.674363, 3.738154], [7.808147, -2.277272, -2.570752], [8.054457, -2.682250, -1.106792], [6.838044, -2.807915, -0.187866], [6.186303, -1.634768, -0.068174], [7.246981, -3.181312, 1.040454], [8.979118, -1.861096, -0.561820], [8.612684, -3.927552, -1.154841], [8.006682, -0.921701, -2.951541], [7.014707, 0.028391, -2.842070], [7.385886, 1.142591, -1.858364], [7.630841, 0.651943, -0.632619], [6.354182, 2.013609, -1.772548], [5.820022, -0.517546, -2.562180], [6.903094, 0.612703, -4.060355], [8.576957, -2.807639, -3.130079], [6.857429, -2.661029, -2.939518], [6.143114, -3.566164, -0.562395], [8.275926, 1.669960, -2.210236], [-3.362658, 1.078989, -5.595093], [-2.440640, 0.731788, -6.777798], [-2.373331, -0.728281, -7.233099], [-1.907588, -1.541631, -6.270054], [-1.528509, -0.816522, -8.290844], [-1.201528, 1.206681, -6.544227], [-2.933310, 1.420237, -7.852153], [-2.799890, 1.231040, -4.305718], [-2.611600, 0.160795, -3.451030], [-1.134350, -0.075473, -3.133839], [-0.424545, -0.301878, -4.262456], [-1.025406, -1.157236, -2.340683], [-3.225959, -0.952672, -3.909905], [-3.216136, 0.485585, -2.290135], [-3.729324, 2.077786, -5.826712], [-4.244803, 0.438668, -5.574346], [-3.360490, -1.076472, -7.551155], [-0.708353, 0.788308, -2.620031]], "atomic_forces_ev_per_a": [[1.963, -0.224, -1.388], [-1.972, 0.470, 1.757], [0.023, -0.093, -0.111], [-0.470, 0.046, 0.089], [-0.341, 0.434, 0.031], [-0.025, -0.880, 0.023], [0.214, 0.986, 0.364], [0.453, -0.697, 0.363], [0.003, 0.542, -0.460], [0.668, 0.079, 0.047], [-0.087, -0.443, 0.161], [0.694, -0.559, 0.339], [-0.983, 0.476, 0.031], [0.329, 0.134, -0.518], [0.107, 0.024, 0.139], [-0.050, -0.706, -0.201], [-0.834, 0.870, 0.167], [0.266, -0.262, 0.100], [0.113, 0.110, -0.332], [0.054, -0.188, -0.077], [0.252, 0.010, -0.031], [-0.334, 0.082, 0.132], [0.330, 0.287, 0.106], [-0.333, -0.335, -0.102], [0.268, -0.216, -0.268], [-0.395, 0.365, 0.246], [-0.128, -0.053, -0.558], [-0.258, 0.116, -0.270], [0.356, -0.163, -0.322], [0.368, 0.112, 0.275], [-0.332, 0.074, 0.227], [-0.095, 0.371, 0.091], [0.123, -0.241, 0.373], [-0.213, 0.126, -0.220], [0.368, -0.475, -0.121], [-0.048, -0.379, 0.584], [0.305, 0.522, 0.213], [-0.153, -0.156, -0.266], [0.066, 0.078, 0.162], [-0.015, 0.000, 0.089], [0.062, -0.035, -0.097], [-0.034, -0.218, -0.021], [0.066, 0.317, -0.702], [-0.384, -0.491, 0.355], [0.134, 0.336, -0.094], [-0.077, -0.166, -0.015], [0.005, -0.044, 0.012], [-0.048, 0.180, -0.093], [0.081, 0.044, 0.010], [-0.049, 0.075, -0.025], [0.098, 0.000, -0.266], [0.014, 0.015, 0.051], [0.009, -0.087, 0.080], [-0.016, -0.259, -0.629], [0.275, 0.528, -0.036], [-0.340, -0.294, 0.311], [0.168, 0.113, -0.223], [0.260, 0.013, -0.086], [-0.090, 0.033, 0.044], [-0.130, -0.143, -0.070], [-0.089, 0.264, 0.696], [0.000, -0.660, -0.345], [0.123, 0.252, 0.147], [-0.078, -0.130, -0.004], [-0.001, -0.043, -0.065], [0.092, 0.067, 0.138], [-0.001, 0.112, -0.017], [0.072, 0.019, 0.050], [-0.168, 0.092, 0.232], [0.028, 0.023, -0.058], [-0.037, -0.030, -0.077], [-0.613, 0.288, 0.187], [0.395, 0.241, 0.481], [-0.021, -0.179, -0.290], [-0.004, 0.113, 0.150], [-0.052, 0.071, 0.028], [0.025, -0.114, -0.009], [-0.191, -0.107, -0.079], [0.606, -0.401, -0.221], [-0.579, 0.206, -0.247], [0.407, 0.091, 0.193], [-0.187, -0.058, -0.114], [-0.304, -0.146, -0.160], [0.191, 0.053, -0.057], [0.017, -0.022, 0.087], [0.072, 0.036, -0.051], [0.133, -0.244, -0.053], [-0.010, 0.042, 0.034], [-0.087, 0.005, 0.052]], "lowdin_charge": [-0.0210, -0.8153, 0.4561, -0.2956, 0.4649, -0.3145, -0.3691, -0.4697, 0.9112, -1.0396, 0.7754, -0.1959, -0.1414, -0.1769, -0.1221, -0.1971, -0.1753, 0.0404, 0.0089, -0.1379, -0.1048, 0.0057, 0.0066, 0.0377, 0.0687, 0.0574, 0.0545, 0.1104, 0.0979, 0.1193, 0.1058, 0.1018, 0.1147, 0.1129, 0.0957, -0.0438, -0.4415, -0.3076, 0.1024, 0.0925, 0.1338, 0.0979, 0.0463, -0.5390, -0.2835, 0.1011, 0.0965, 0.1477, 0.1483, 0.1471, 0.1467, 0.1726, 0.1763, -0.0406, -0.4366, -0.3100, 0.0934, 0.0932, 0.1311, 0.0982, 0.0423, -0.5385, -0.2918, 0.1099, 0.0978, 0.1563, 0.1340, 0.1443, 0.1463, 0.1752, 0.1726, -0.0502, -0.4417, -0.3098, 0.1038, 0.0904, 0.1383, 0.0933, 0.0460, -0.5258, -0.3266, 0.0932, 0.0628, 0.1410, 0.1462, 0.1461, 0.1443, 0.1705, 0.1374]}